Density functional theory data (ωB97M-V with the def2-TZVPD basis set) for a molecular structure, C16H26ClF4KMgN2O15P2 in a non-equilibrium geometry.

The value obtained for the HOMO-LUMO gap is 3.24 eV. Its HOMO energy is -5.5 eV. As for the net charge: 0.

Geometry (Å):
1 N -1.134783 -5.075066 -0.042451
2 P -1.490803 -4.151318 -1.227983
3 C -1.748686 -2.490144 -0.535680
4 C -2.886132 -1.843308 -0.426972
5 C -4.161041 -2.322311 -0.881604
6 P -5.133819 -2.889204 0.563641
7 O -4.524372 -2.570890 1.827457
8 O -5.235206 -4.389420 0.228414
9 O -6.567603 -2.243620 0.501280
10 C -2.544196 -0.561652 0.221946
11 O -3.226032 0.357122 0.472190
12 O -1.127466 -0.584270 0.435855
13 C -0.659621 -1.733126 0.013995
14 O 0.491902 -2.091647 0.063213
15 H -1.813943 -5.843349 0.022448
16 H -0.449664 -4.110655 -2.208038
17 H -2.631306 -4.624805 -1.901416
18 H -4.667420 -1.580030 -1.476281
19 H -3.995399 -3.169798 -1.511157
20 H -4.496921 -4.635015 -0.337349
21 H -6.679223 -1.769925 -0.320054
22 F -2.719590 2.733366 0.630320
23 C -0.295165 3.190970 -1.202924
24 C 0.494734 1.969458 -1.625712
25 O 0.198126 1.877899 -3.053375
26 C -0.150121 3.112947 -3.456002
27 O -0.275700 3.427647 -4.622951
28 O -0.313729 3.941859 -2.463247
29 H 0.179592 3.759843 -0.414924
30 H -1.342317 2.980926 -0.883164
31 H 1.573896 2.094819 -1.516153
32 H 0.186356 1.074215 -1.102745
33 Mg 1.687601 4.181342 -4.295354
34 Cl 0.748193 -3.550409 2.008391
35 C -4.829672 -7.761450 1.664523
36 C -3.752139 -7.593316 0.584537
37 O -3.231065 -8.608414 0.126913
38 O -3.493813 -6.382185 0.250277
39 H -4.991468 -8.813298 1.888037
40 H -4.524379 -7.248701 2.574926
41 H -5.769408 -7.325291 1.320679
42 C 2.117318 -3.954682 5.968496
43 C 1.595507 -3.814909 4.639507
44 N 1.164907 -3.703789 3.594937
45 H 1.297359 -4.141781 6.660121
46 H 2.814741 -4.790042 5.994316
47 H 2.632197 -3.038446 6.252115
48 O -2.553978 -5.686717 2.885749
49 H -1.644530 -5.785218 3.175374
50 H -2.522685 -5.845766 1.921529
51 C 6.077402 8.990393 -2.038813
52 C 5.970037 8.329557 -0.682123
53 O 5.412641 7.002871 -0.789596
54 C 6.230741 6.048634 -1.177283
55 O 7.385564 6.160690 -1.446111
56 C 5.471800 4.712030 -1.194213
57 F 4.290676 4.836104 -1.791166
58 F 5.255700 4.274608 0.055192
59 F 6.158762 3.773510 -1.830269
60 H 5.109074 8.992641 -2.539060
61 H 6.423647 10.016933 -1.932571
62 H 6.772979 8.456546 -2.684338
63 H 5.285296 8.886702 -0.050460
64 H 6.932119 8.295091 -0.174318
65 O 2.912977 8.779129 0.393743
66 H 1.987783 8.836811 0.646934
67 H 2.923038 8.152083 -0.336946
68 K -0.199259 -2.522782 -3.414267

Cartesian forces (eV/Å) of the 6 atoms listed first:
0.91 0.56 -0.23
0.13 -2.01 2.95
0.68 -2.13 -2.57
0.55 0.49 0.02
-0.94 0.68 -0.18
-0.12 0.55 0.87

***

Density functional theory data (ωB97M-V with the def2-TZVPD basis set) for 2 unconnected molecules or ions with the total composition C5H13NSi in a non-equilibrium geometry.

The value obtained for the HOMO-LUMO gap is 10.20 eV. Its HOMO energy is -9.4 eV. As for the net charge: 0. Its SMILES is C=C[SiH2]N.C=CC. For the energy above the lowest of the compared OMol25 structures with the same formula, charge and spin, the calculation gives 2.609 eV.

Geometry (Å):
1 C 3.343518 2.224907 0.412049
2 C 2.654758 1.268460 -0.219796
3 C -3.688623 0.697391 0.218790
4 C -3.508135 -0.726578 -0.255911
5 C -2.326704 -1.224184 -0.252294
6 N 1.400083 -1.509838 0.000826
7 Si 2.948540 -0.721046 -0.075790
8 H 3.453973 3.299233 0.142657
9 H 3.925374 1.817809 1.251855
10 H 2.135337 1.486595 -1.124223
11 H -3.885743 1.408161 -0.652151
12 H -4.646725 0.797457 0.881004
13 H -2.826833 1.030680 0.767770
14 H 3.797830 -0.865702 1.087491
15 H -4.347588 -1.183807 -0.551657
16 H -2.039378 -2.158036 -0.727418
17 H -1.515841 -0.655743 0.175083
18 H 0.905067 -1.473157 0.940221
19 H 1.018111 -2.213507 -0.623387
20 H 3.202973 -1.299104 -1.395121

Cartesian forces (eV/Å) of the 6 atoms listed first:
0.39 -0.87 0.34
1.24 -1.59 -0.25
-2.75 0.58 -0.02
0.53 3.70 1.43
2.66 -1.53 -0.42
-0.76 0.28 2.68

***

Density functional theory data (ωB97M-V with the def2-TZVPD basis set) for 3 unconnected molecules or ions with the total composition C4H9NO2 in a non-equilibrium geometry.

The value obtained for the HOMO-LUMO gap (alpha / beta) is 6.26 / 5.46 eV. Its HOMO energy (alpha / beta) is -15.1 / -14.3 eV. As for the net charge: +1. Its spin multiplicity is 2. As for the expectation value of S²: 0.757. For the energy above the lowest of the compared OMol25 structures with the same formula, charge and spin, the calculation gives 6.373 eV.

Geometry (Å):
1 C 0.821083 -0.699911 -0.268037
2 C 0.875457 0.431018 -1.237885
3 C -0.020357 0.504944 -2.320812
4 C -1.381213 -1.372116 2.515524
5 O -2.118158 -0.599486 1.904083
6 O -0.168952 -1.587540 2.547281
7 N 1.803110 1.340272 -1.089051
8 H 0.385233 -1.614674 -0.663253
9 H 1.845207 -0.818192 0.094923
10 H 0.241639 -0.451598 0.623535
11 H -1.978361 -2.051188 3.192331
12 H -0.068704 1.405878 -2.927361
13 H -0.638721 -0.350930 -2.569888
14 H -0.401579 1.565027 1.077628
15 H 1.515511 2.248323 -1.483377
16 H -0.711195 2.050172 0.604358

Cartesian forces (eV/Å) of the 6 atoms listed first:
0.76 -0.22 -0.03
-0.45 -0.46 1.07
0.03 0.80 0.19
2.32 0.22 -0.54
-0.91 -0.01 0.09
-1.08 -0.19 0.33

***

Density functional theory data (ωB97M-V with the def2-TZVPD basis set) for 4 unconnected molecules or ions with the total composition C30H57N3O15P in a non-equilibrium geometry.

The value obtained for the HOMO-LUMO gap is 5.87 eV. Its HOMO energy is -10.8 eV. As for the net charge: +1.

Geometry (Å):
1 C 3.578758 6.060974 1.272599
2 C 4.051619 4.623627 1.949674
3 P 3.051522 3.128869 1.288541
4 C 3.021829 3.376750 -0.643607
5 C 4.012445 1.470768 1.504470
6 C 5.672757 1.533141 1.620922
7 N 6.509746 0.282653 1.790761
8 C 8.030758 0.497337 1.932787
9 C 8.362994 1.484896 3.241124
10 O 8.903587 2.803502 2.773025
11 C 9.541225 0.817825 4.223010
12 N 8.940257 -0.457017 4.812116
13 C 5.860035 -1.111056 1.817846
14 C 4.208577 -1.339585 1.712501
15 C 3.518487 -2.826614 1.738464
16 C 4.441777 -4.002872 2.428757
17 C 4.057019 -4.048189 4.026491
18 C 4.983439 -2.955280 4.849021
19 O 6.403965 -3.388567 4.659800
20 C 3.229319 0.009173 1.575034
21 C 1.589528 -0.175036 1.518468
22 O 1.028568 -0.725101 2.631341
23 O 0.711595 0.241917 0.413988
24 O -0.303788 0.962291 0.848649
25 C -1.541898 0.159863 0.906506
26 C -2.929152 1.050402 0.904105
27 N -3.932710 0.333647 1.831718
28 C -4.504093 1.286241 2.859899
29 C -5.806597 0.710359 3.683885
30 C -7.084536 0.296769 2.742289
31 O -6.283015 1.831266 4.557970
32 H 2.412012 6.241986 1.412378
33 H 3.937141 6.193599 0.165731
34 H 4.115077 6.916278 1.900945
35 H 5.226285 4.520946 1.802555
36 H 3.900688 4.766457 3.122105
37 H 1.945475 3.274488 -1.095932
38 H 3.668042 2.509928 -1.147893
39 H 3.528149 4.382058 -0.976759
40 H 6.235809 2.583541 1.574183
41 H 8.480635 1.062278 1.001120
42 H 8.565276 -0.544884 2.144324
43 H 7.386242 1.657239 3.901623
44 H 8.231109 3.528403 2.934497
45 H 9.838497 1.551853 5.105052
46 H 10.471303 0.619253 3.523339
47 H 7.908054 -0.257902 4.858098
48 H 9.027144 -1.267533 4.158394
49 H 6.619047 -2.014457 1.941129
50 H 2.451586 -2.873610 2.218086
51 H 3.375605 -3.156871 0.600118
52 H 4.091194 -5.025307 1.921785
53 H 5.589108 -3.917394 2.204644
54 H 2.900260 -3.782923 4.148596
55 H 4.255709 -5.167414 4.390567
56 H 4.850379 -1.849084 4.489033
57 H 4.642444 -2.999355 5.975949
58 H 6.900327 -3.193917 5.510234
59 H -1.566428 -0.729346 0.110883
60 H -1.518448 -0.392253 1.964724
61 H -3.442611 1.024859 -0.166870
62 H -2.811814 2.137304 1.321654
63 H -4.691817 -0.113207 1.265754
64 H -4.852977 2.251534 2.297249
65 H -3.671961 1.511162 3.681376
66 H -5.550309 -0.169823 4.432885
67 H -7.141445 -0.872621 2.707398
68 H -8.094151 0.653733 3.268149
69 H -7.058430 0.789805 1.677419
70 H -7.062368 1.533960 5.114729
71 C 0.243465 0.019347 -2.614790
72 O -0.386969 -1.119604 -3.197495
73 C 0.413879 -2.210293 -3.298576
74 O 1.579696 -2.279500 -2.942330
75 O -0.307194 -3.210710 -3.864804
76 C 0.413414 -4.429841 -4.034593
77 H -0.488090 0.831458 -2.583539
78 H 0.561184 -0.197464 -1.589881
79 H 1.092851 0.344430 -3.224251
80 H 0.737820 -4.824560 -3.066426
81 H 1.269487 -4.282666 -4.700796
82 H -0.259356 -5.158664 -4.495038
83 C -4.095295 -2.289487 -3.443627
84 O -5.310019 -2.395635 -2.703775
85 C -6.192983 -1.391167 -2.933112
86 O -6.026503 -0.449325 -3.692091
87 O -7.293348 -1.616182 -2.171561
88 C -8.315122 -0.630879 -2.311338
89 H -3.464844 -3.143910 -3.182544
90 H -4.294283 -2.324456 -4.519532
91 H -3.559884 -1.372464 -3.177200
92 H -8.682872 -0.599636 -3.341957
93 H -7.948474 0.352357 -1.999625
94 H -9.146186 -0.910941 -1.658108
95 C -6.987262 0.349018 -6.219059
96 O -8.358104 0.168845 -6.569106
97 C -8.741248 0.836049 -7.686791
98 O -8.027643 1.545048 -8.378831
99 O -10.056069 0.577736 -7.901064
100 C -10.599871 1.219166 -9.053119
101 H -6.791505 -0.228629 -5.311493
102 H -6.333586 -0.025559 -7.013281
103 H -6.777924 1.402742 -6.008291
104 H -10.090680 0.879278 -9.960639
105 H -10.535019 2.307579 -8.955649
106 H -11.655315 0.942804 -9.127092

Cartesian forces (eV/Å) of the 6 atoms listed first:
0.18 0.44 0.78
1.61 1.25 0.65
-0.64 0.07 -0.58
1.11 -0.82 -1.40
3.01 -2.99 0.13
-2.35 -3.15 0.12

***

no.,E_tot (eV)
1,-114437.97663
2,-14761.45146
3,-9864.82944
4,-76479.71485